{"formula": "C20H17ClN6O", "method": "the ωB97M-V functional and the def2-TZVPD basis", "symbols": ["Cl", "N", "N", "N", "N", "O", "C", "C", "C", "C", "C", "C", "C", "C", "C", "C", "C", "C", "C", "C", "C", "C", "N", "N", "C", "C", "C", "C", "H", "H", "H", "H", "H", "H", "H", "H", "H", "H", "H", "H", "H", "H", "H", "H", "H"], "xyz": [[-5.71, -0.88, -1.42], [2.39, -1.31, -2.18], [1.02, -3.61, -5.26], [-0.08, -0.34, 0.37], [-0.32, 0.53, 1.39], [0.10, 3.28, 5.57], [1.26, -1.01, -1.49], [2.35, -3.52, -5.13], [0.20, -3.06, -4.30], [1.12, -0.26, -0.32], [0.54, 1.39, 1.81], [2.02, 0.75, 0.04], [1.71, 1.63, 1.08], [-3.42, -2.30, -1.52], [-3.18, 0.10, -1.87], [2.90, -2.67, -4.18], [-2.04, -2.55, -1.73], [-1.76, -0.08, -2.12], [-3.95, -1.00, -1.54], [2.03, -2.08, -3.24], [-1.25, -1.40, -2.01], [0.69, -2.30, -3.22], [0.16, -1.61, -2.11], [0.15, 2.15, 2.93], [-0.34, 1.95, 5.41], [1.09, 3.68, 4.63], [-0.78, 1.65, 3.99], [0.57, 3.51, 3.12], [2.92, -3.91, -5.94], [-0.85, -3.21, -4.25], [2.89, 0.70, -0.56], [2.44, 2.31, 1.31], [-3.92, -3.19, -1.18], [-3.61, 1.07, -2.08], [3.99, -2.44, -4.26], [-1.65, -3.58, -1.63], [-0.94, 0.60, -2.42], [-1.18, 1.64, 6.03], [0.51, 1.30, 5.62], [1.52, 4.65, 4.64], [1.90, 2.89, 4.63], [-1.82, 2.11, 3.91], [-0.90, 0.54, 4.08], [1.46, 3.70, 2.63], [-0.23, 4.16, 2.78]], "total_energy_ha": -1636.18925, "multiplicity": 1, "e_homo_ev": -8.37, "lumo_energy_ev": -0.5, "smiles": "Clc1ccc(-n2c(-c3ccc(N4CCOCC4)nn3)nc3ccncc32)cc1", "e_above_lowest_kj_mol": 198.0, "fmax_ha_per_bohr": 0.101, "gap_ev": 7.87, "mol_weight_g_mol": 392.850}

***

{"formula": "BrClO2P", "method": "the ωB97M-V functional and the def2-TZVPD basis", "symbols": ["O", "O", "P", "Cl", "Br"], "xyz": [[-0.19, -0.59, -1.31], [-0.21, -0.62, 1.32], [0.20, -0.08, -0.01], [0.16, 2.56, 0.05], [2.32, -0.12, -0.01]], "total_energy_ha": -3526.22182, "multiplicity": 1, "e_homo_ev": -5.98, "lumo_energy_ev": 3.2, "charge": -1, "e_above_lowest_kj_mol": 43.5, "fmax_ha_per_bohr": 0.043, "gap_ev": 9.19, "mol_weight_g_mol": 178.329}

***

{"formula": "C39H45CdCl5N7O2", "method": "the ωB97M-V functional and the def2-TZVPD basis", "symbols": ["Cd", "Cl", "C", "C", "C", "Cl", "C", "Cl", "C", "Cl", "C", "Cl", "C", "C", "C", "C", "C", "C", "C", "N", "C", "C", "C", "C", "C", "C", "C", "N", "C", "C", "C", "C", "H", "H", "H", "H", "H", "H", "H", "H", "H", "H", "H", "H", "H", "H", "H", "H", "H", "H", "H", "H", "H", "H", "H", "H", "C", "C", "N", "C", "C", "C", "O", "C", "C", "C", "C", "N", "C", "H", "H", "H", "H", "H", "H", "H", "H", "H", "H", "H", "H", "H", "H", "C", "N", "C", "C", "C", "N", "C", "O", "N", "H", "H", "H", "H", "H", "H", "H"], "xyz": [[0.32, -0.18, -0.40], [0.39, 0.35, 2.86], [1.97, 0.17, 2.20], [2.03, -0.10, 0.84], [3.29, -0.27, 0.29], [3.30, -0.67, -1.38], [4.46, -0.12, 1.02], [6.00, -0.27, 0.28], [4.36, 0.18, 2.38], [5.79, 0.38, 3.31], [3.11, 0.31, 2.99], [2.99, 0.66, 4.67], [0.01, -0.51, -7.54], [-1.21, -0.46, -6.62], [-1.99, -1.77, -6.76], [-2.10, 0.73, -7.05], [-0.82, -0.20, -5.18], [0.45, 0.26, -4.83], [0.72, 0.52, -3.49], [-0.18, 0.40, -2.53], [-1.41, 0.00, -2.85], [-1.75, -0.33, -4.16], [-2.39, -0.04, -1.74], [-3.76, -0.04, -1.96], [-4.66, -0.02, -0.90], [-4.11, -0.02, 0.38], [-2.73, -0.05, 0.53], [-1.90, -0.05, -0.50], [-6.15, 0.00, -1.16], [-6.49, 1.27, -1.96], [-6.53, -1.26, -1.96], [-6.97, 0.01, 0.13], [-0.31, -0.75, -8.55], [0.71, -1.28, -7.21], [0.52, 0.45, -7.58], [-2.22, -1.94, -7.81], [-2.92, -1.76, -6.22], [-1.39, -2.60, -6.40], [-2.37, 0.63, -8.10], [-1.57, 1.66, -6.91], [-3.01, 0.76, -6.46], [1.22, 0.41, -5.56], [1.70, 0.88, -3.19], [-2.74, -0.69, -4.38], [-4.15, -0.03, -2.97], [-4.73, 0.00, 1.26], [-2.28, -0.07, 1.51], [-6.01, 1.28, -2.94], [-6.18, 2.16, -1.41], [-7.57, 1.33, -2.12], [-6.04, -1.29, -2.93], [-7.61, -1.28, -2.13], [-6.25, -2.15, -1.41], [-6.75, 0.90, 0.72], [-6.78, -0.88, 0.72], [-8.03, 0.04, -0.11], [-2.27, 6.69, -4.64], [-3.18, 6.26, -3.50], [-2.62, 5.19, -2.67], [-3.10, 3.85, -2.91], [-2.34, 3.18, -4.06], [-1.62, 5.58, -1.84], [-1.31, 6.76, -1.78], [-0.85, 4.63, -0.95], [-0.11, 5.28, 0.04], [0.73, 4.56, 0.87], [0.80, 3.19, 0.69], [0.11, 2.54, -0.24], [-0.69, 3.25, -1.04], [-2.76, 7.48, -5.21], [-2.05, 5.87, -5.32], [-1.34, 7.08, -4.24], [-4.14, 5.91, -3.90], [-3.36, 7.12, -2.85], [-4.16, 3.92, -3.19], [-3.04, 3.27, -1.99], [-2.53, 3.71, -4.99], [-2.65, 2.15, -4.18], [-1.27, 3.20, -3.88], [-0.20, 6.35, 0.12], [1.32, 5.05, 1.62], [1.45, 2.58, 1.30], [-1.17, 2.65, -1.79], [-1.03, -4.86, -2.13], [-0.35, -4.52, -0.90], [0.05, -5.44, -0.01], [0.62, -5.07, 1.17], [0.75, -3.67, 1.43], [0.39, -2.78, 0.52], [-0.12, -3.16, -0.66], [-0.42, -2.34, -1.53], [1.21, -3.23, 2.60], [-1.09, -5.94, -2.23], [-0.49, -4.44, -2.98], [-2.03, -4.43, -2.12], [-0.11, -6.47, -0.27], [0.96, -5.80, 1.88], [1.53, -3.87, 3.31], [1.30, -2.24, 2.74]], "total_energy_ha": -4515.55806, "multiplicity": 1, "e_homo_ev": -11.00, "lumo_energy_ev": -2.7, "charge": 1, "e_above_lowest_kj_mol": 52.3, "fmax_ha_per_bohr": 0.018, "gap_ev": 8.29, "mol_weight_g_mol": 933.513}

***

{"formula": "C2H10NO2S", "method": "the ωB97M-V functional and the def2-TZVPD basis", "symbols": ["C", "C", "S", "N", "H", "H", "H", "H", "H", "H", "H", "H", "O", "H", "H", "O"], "xyz": [[0.78, 0.01, 1.09], [1.13, -0.18, -0.35], [-0.33, -0.25, -1.51], [1.81, 0.82, 1.84], [-0.12, 0.62, 1.16], [0.67, -0.97, 1.58], [1.68, 0.68, -0.75], [1.82, -1.00, -0.59], [1.95, 0.42, 2.77], [2.73, 0.62, 1.44], [-2.65, -0.04, 3.30], [-3.52, 0.96, 2.51], [-3.45, 0.49, 3.34], [-1.52, -0.69, -5.64], [-0.38, -0.58, -4.65], [-0.60, -0.91, -5.53]], "total_energy_ha": -685.63960, "multiplicity": 1, "e_homo_ev": -2.60, "lumo_energy_ev": 3.6, "charge": -1, "e_above_lowest_kj_mol": 73.7, "fmax_ha_per_bohr": 0.042, "gap_ev": 6.23, "mol_weight_g_mol": 112.174}